1) {
  "formula": "H14NaO7",
  "method": "wB97M-V/def2-TZVPD",
  "charge": 1,
  "orbital_gap_ha": 0.41658,
  "species": ["Na", "O", "H", "H", "O", "H", "H", "O", "H", "H", "O", "H", "H", "O", "H", "H", "O", "H", "H", "O", "H", "H"],
  "positions_angstrom": [[-0.71150, 0.03945, -0.33545], [1.01250, 1.52345, 0.10755], [1.81350, 1.57045, 0.57955], [1.15350, 2.18245, -0.55045], [-1.99750, -1.75255, -0.01745], [-1.83750, -2.71855, -0.18745], [-2.79150, -1.73555, 0.47155], [0.78950, -0.97755, -1.73945], [0.92250, -0.87855, -2.68945], [1.31650, -1.75255, -1.51945], [0.88450, -1.45255, 1.24855], [1.40750, -2.14155, 0.79355], [0.58550, -1.87955, 2.03655], [1.55550, 1.54345, -2.63745], [1.57550, 0.82345, -2.00345], [1.87050, 1.06045, -3.43045], [-0.50150, 0.47545, 2.66955], [0.21350, -0.04355, 2.31155], [-0.05750, 1.33445, 2.65055], [-2.38950, 1.44345, 0.36755], [-2.86150, 1.14245, 1.16355], [-1.95250, 2.19345, 0.71055]],
  "lowdin_charge": [0.441, 0.000, 0.060, 0.047, -0.033, 0.107, 0.045, -0.034, 0.080, 0.080, -0.028, 0.085, 0.058, -0.054, -0.021, 0.069, -0.030, -0.023, 0.053, -0.022, 0.082, 0.035]
}

=====

2) {
  "formula": "H14NaO7",
  "method": "wB97M-V/def2-TZVPD",
  "charge": 1,
  "orbital_gap_ha": 0.41478,
  "species": ["Na", "O", "H", "H", "O", "H", "H", "O", "H", "H", "O", "H", "H", "O", "H", "H", "O", "H", "H", "O", "H", "H"],
  "positions_angstrom": [[0.33656, -0.37220, 0.26689], [-1.03629, -1.94347, 1.58357], [-1.79926, -1.42391, 1.83683], [-1.11142, -2.74690, 2.09843], [-0.03607, 1.95956, 0.62332], [0.33998, 2.58144, 0.00034], [0.31548, 2.22796, 1.47220], [-1.58360, -0.35970, -1.37411], [-2.23997, 0.32779, -1.26112], [-2.09027, -1.14137, -1.59437], [-2.54110, 1.58352, 0.76942], [-1.61250, 1.80705, 0.83240], [-2.94376, 2.34582, 0.35348], [2.36872, 0.13388, 1.48403], [3.19325, -0.31694, 1.30197], [2.62224, 1.04326, 1.64211], [0.93042, 0.85720, -2.18401], [0.04259, 0.58685, -2.41830], [1.27644, 1.26051, -2.98015], [1.70774, -2.46597, -0.68866], [1.25546, -3.15934, -1.16920], [2.60535, -2.78503, -0.59508]],
  "lowdin_charge": [0.456, -0.021, 0.056, 0.064, -0.015, 0.096, 0.094, -0.024, 0.048, 0.074, -0.053, -0.050, 0.048, -0.020, 0.066, 0.056, -0.031, 0.012, 0.055, -0.019, 0.055, 0.054]
}

=====

Most stable structure - 2); separation to the second - 0.679 eV.

=====

1) {
  "formula": "H22NeO11",
  "method": "wB97M-V/def2-TZVPD",
  "orbital_gap_ha": 0.32467,
  "species": ["Ne", "O", "H", "H", "O", "H", "H", "O", "H", "H", "O", "H", "H", "O", "H", "H", "O", "H", "H", "O", "H", "H", "O", "H", "H", "O", "H", "H", "O", "H", "H", "O", "H", "H"],
  "positions_angstrom": [[0.16383, 0.25867, -0.06544], [2.74591, 0.87534, -0.49865], [2.28585, 0.09605, -0.18677], [3.24303, 1.18039, 0.26033], [0.30194, 2.97379, -1.82297], [-0.38879, 3.27024, -1.23032], [1.11401, 3.12278, -1.33865], [1.57223, -3.43398, 2.32755], [1.36620, -2.50955, 2.18896], [1.34431, -3.59603, 3.24298], [2.49501, 0.56258, -3.25876], [2.79258, -0.34382, -3.33702], [2.60388, 0.77165, -2.33104], [-1.02640, 3.74022, 0.36234], [-1.92817, 3.42200, 0.40455], [-0.66255, 3.54555, 1.22602], [-1.93183, 0.50541, 2.90837], [-1.04607, 0.66685, 3.23333], [-2.26887, -0.19436, 3.46779], [2.27213, -0.86256, 3.15860], [2.85893, -0.36345, 2.59045], [2.84372, -1.22326, 3.83640], [-1.24298, -2.27717, -2.52359], [-1.76651, -2.18374, -1.72772], [-0.87156, -1.40721, -2.67003], [-0.20812, 0.46433, -3.01477], [-0.31617, 1.36505, -2.70940], [0.73753, 0.31702, -2.99792], [-3.86820, -1.55459, -1.22175], [-4.04784, -0.74080, -1.69261], [-3.34716, -1.28436, -0.46563], [-2.17192, -1.73849, 0.98136], [-1.81495, -2.46831, 1.48749], [-1.83299, -0.95618, 1.41650]],
  "lowdin_charge": [0.051, -0.035, 0.035, 0.054, -0.052, -0.011, 0.037, -0.059, -0.010, 0.028, -0.035, 0.059, -0.012, -0.027, 0.062, 0.054, -0.040, 0.040, 0.049, -0.044, 0.034, 0.053, -0.068, -0.018, -0.026, -0.070, -0.006, -0.024, -0.052, 0.039, -0.020, -0.035, 0.054, -0.005]
}

=====

2) {
  "formula": "H22NeO11",
  "method": "wB97M-V/def2-TZVPD",
  "orbital_gap_ha": 0.32549,
  "species": ["Ne", "O", "H", "H", "O", "H", "H", "O", "H", "H", "O", "H", "H", "O", "H", "H", "O", "H", "H", "O", "H", "H", "O", "H", "H", "O", "H", "H", "O", "H", "H", "O", "H", "H"],
  "positions_angstrom": [[0.05918, -0.02564, 0.15779], [-1.62626, -2.12982, -1.53968], [-2.51343, -2.34992, -1.82379], [-1.53956, -2.54393, -0.68106], [2.76068, -1.20616, -0.64079], [3.53555, -0.67476, -0.45799], [2.38079, -1.38071, 0.22028], [1.77219, -1.57285, 1.82747], [1.95151, -1.19410, 2.68806], [1.01796, -2.14487, 1.96944], [0.80412, -1.28861, -2.68911], [1.42688, -1.09733, -1.98781], [0.05009, -1.67321, -2.24218], [-1.33815, 2.28618, 1.22573], [-1.55490, 1.35920, 1.32558], [-2.14996, 2.74669, 1.43816], [1.38648, 2.12633, 2.50154], [1.93156, 2.72654, 1.99277], [0.49053, 2.32938, 2.23271], [1.57864, 2.72767, -3.40410], [1.02446, 2.44091, -2.67823], [1.37312, 2.12240, -4.11659], [-1.75433, 0.81541, -2.09356], [-1.83320, -0.12602, -1.93951], [-1.15181, 1.11997, -1.41500], [0.51609, 2.98246, -0.93631], [1.31052, 2.84926, -0.41924], [-0.18580, 3.03804, -0.28785], [-2.63646, -0.01804, 1.92110], [-3.52637, -0.16032, 1.59853], [-2.36717, -0.86942, 2.26587], [-0.45779, -3.65807, 1.61837], [0.26843, -4.14744, 2.00482], [-1.00343, -3.40923, 2.36442]],
  "lowdin_charge": [0.069, -0.030, 0.068, 0.041, -0.052, 0.050, -0.027, -0.035, 0.065, 0.006, -0.066, -0.029, -0.034, -0.051, -0.010, 0.065, -0.052, 0.026, -0.015, -0.069, -0.025, 0.029, -0.050, -0.021, -0.018, -0.038, 0.043, 0.007, -0.023, 0.064, 0.046, -0.029, 0.052, 0.041]
}

=====

Most stable structure - 2); separation to the second - 0.372 eV.